Entry 1:
Entry from OMol25: a 2-piece molecular cluster, C4H9O overall (ωB97M-V with the def2-TZVPD basis set).

As for the charge: -1. Its multiplicity is 1. Its HOMO-LUMO gap is 5.97 eV. For the energy above the lowest of the compared OMol25 structures with the same formula, charge and spin, the calculation gives 37.8 kcal/mol. The total energy is -232.9588 Ha. The LUMO energy is 4.17 eV.

Structure (XYZ):
```
14
Properties=species:S:1:pos:R:3:forces:R:3:nbo_charge:R:1
C 0.2503 1.7661 -0.0777 -0.3 -0.3 -0.5 0.20
O -0.5561 2.4818 -0.8111 -0.1 0.4 -0.4 -0.91
C 1.7658 1.5843 -0.3163 -0.6 0.7 0.3 -0.53
C 0.8071 0.4027 -0.4864 1.5 0.0 0.1 -0.31
C 0.9529 -0.7202 0.4981 -0.4 -0.2 0.4 -0.60
H 0.0534 1.7511 1.0042 0.0 -0.1 0.5 0.06
H -6.0445 -3.8742 -0.0544 0.5 -0.3 0.1 0.00
H 2.0905 2.0844 -1.2136 0.3 0.0 -0.2 0.19
H 2.3886 1.7058 0.5687 0.2 -0.3 -0.1 0.17
H -5.3933 -4.2379 0.0877 -0.5 0.3 -0.1 0.00
H 0.7983 0.0899 -1.5250 -0.5 0.1 -0.1 0.19
H 1.9759 -0.9329 0.8309 0.1 0.1 -0.2 0.17
H 0.3803 -0.4563 1.3939 0.1 -0.2 0.1 0.19
H 0.5309 -1.6447 0.1011 -0.1 -0.2 0.0 0.18
```
Positions in Å, forces in eV/Å.

Entry 2:
Entry from OMol25: C4H3Li2MnO2 as an isolated structure (ωB97M-V with the def2-TZVPD basis set).

As for the charge: +1. Its multiplicity is 6. Its HOMO-LUMO gap (alpha / beta) is 6.79 / 6.89 eV. For the energy above the lowest of the compared OMol25 structures with the same formula, charge and spin, the calculation gives 6.5 kcal/mol. As for the expectation value of S²: 8.7745. The total energy is -1470.4101 Ha. The LUMO energy (alpha / beta) is -4.50 / -4.82 eV.

Structure (XYZ):
```
12
Properties=species:S:1:pos:R:3:forces:R:3:mulliken_spin:R:1
C -0.1542 0.5154 0.3940 2.7 4.6 -0.4 0.06
O -0.3117 1.7768 0.4650 -0.9 -1.6 0.4 0.01
Li 1.5285 -2.3425 2.1049 -0.3 0.0 0.1 0.00
Li -0.7178 1.9157 2.4368 0.0 0.0 0.0 0.00
H -0.2235 -1.2049 0.5261 -0.4 -0.4 3.2 0.00
C -0.5289 -0.4170 1.4532 -1.3 -2.4 -2.9 -0.04
C 0.1902 0.0233 2.7191 0.8 -0.2 -0.3 0.09
C 1.5255 -0.1763 2.8026 -0.5 0.3 0.8 -0.02
O 2.3181 -0.7711 1.8238 0.8 -0.8 -0.2 0.08
Mn 1.9976 0.3941 0.3536 -0.7 0.2 -0.7 4.84
H -1.6149 -0.5511 1.5589 0.2 0.1 0.2 -0.01
H 2.0866 0.0219 3.7261 -0.2 0.3 -0.4 -0.01
```
Positions in Å, forces in eV/Å.

Entry 3:
Entry from OMol25: C43H68CaGeN6O2P3S as an isolated structure (ωB97M-V with the def2-TZVPD basis set).

As for the charge: +2. Its multiplicity is 2. Its HOMO-LUMO gap (alpha / beta) is 6.87 / 5.19 eV. For the energy above the lowest of the compared OMol25 structures with the same formula, charge and spin, the calculation gives 17.4 kcal/mol. As for the expectation value of S²: 0.7942. The total energy is -6334.7670 Ha. The LUMO energy (alpha / beta) is -4.59 / -6.28 eV.

Structure (XYZ):
```
125
Properties=species:S:1:pos:R:3:forces:R:3:mulliken_spin:R:1
Ca -1.1853 0.2733 -0.3705 -1.3 0.2 -0.5 -0.03
C 0.6615 -3.5953 -2.3486 0.0 -0.1 0.1 0.00
C 0.7870 -3.4962 -0.8154 0.0 0.0 -0.2 -0.01
C 0.9190 -4.8961 -0.2184 0.1 -0.1 -0.1 0.00
P -0.6220 -2.5114 -0.1480 0.2 -0.5 0.3 0.00
C -0.2355 -2.4054 1.6909 0.3 0.2 -0.2 0.01
N 0.9686 -1.6231 1.9408 0.2 -0.2 -0.1 -0.01
Ge 1.0966 0.1856 1.2642 0.2 -0.3 1.2 0.03
N 0.7131 1.1653 2.8822 0.2 0.1 -0.1 0.02
C -0.5957 1.6969 3.1849 0.0 -0.1 -0.1 0.00
P -1.4797 2.2691 1.6608 0.4 0.3 0.2 0.02
C -3.0561 2.8892 2.3894 -0.1 0.1 -0.2 0.00
C -2.9703 4.1278 3.2798 -0.1 0.0 0.1 0.00
C -4.1243 3.0788 1.3044 0.0 0.1 0.0 0.00
C -0.3864 3.6567 1.1089 -0.2 0.2 0.0 0.00
C 0.1032 4.6711 2.1402 0.1 0.0 0.0 0.00
C -0.9734 4.3434 -0.1315 0.0 0.1 0.1 0.00
C 1.6693 1.0975 3.8720 -0.1 0.1 0.1 0.00
C 1.5037 1.5209 5.1982 0.0 0.0 0.1 0.00
C 2.5498 1.4314 6.1053 0.0 0.0 0.0 0.00
C 3.7779 0.8972 5.7347 0.0 0.0 0.1 0.00
C 3.9473 0.4499 4.4356 0.0 -0.1 -0.2 0.00
C 2.9155 0.5689 3.5194 0.1 -0.1 -0.4 0.00
N 3.0317 0.0559 2.1202 0.3 -0.1 0.0 -0.01
C 3.3193 -1.4173 2.1678 0.0 0.5 -0.1 0.03
C 4.6050 -1.9144 2.2482 0.0 0.2 0.1 -0.01
C 4.8035 -3.2709 2.4620 0.0 -0.1 0.0 0.00
C 3.6938 -4.0854 2.6326 -0.1 0.0 0.0 0.00
C 2.4024 -3.5823 2.5106 0.1 -0.1 0.1 0.00
C 2.1872 -2.2371 2.2025 -0.3 0.1 0.0 0.02
C 3.9894 0.7341 1.2417 -0.2 -0.2 0.1 0.14
C 4.9548 1.6040 1.6733 0.1 0.1 0.0 -0.11
C 5.8951 2.1025 0.7615 0.0 0.0 0.0 0.23
C 5.8708 1.7137 -0.5825 0.0 0.1 0.2 -0.07
C 4.8591 0.9093 -1.0458 0.0 0.0 0.1 0.21
C 3.8497 0.4398 -0.1586 -0.1 -0.1 0.0 0.03
N 2.7356 -0.2095 -0.4945 0.0 0.1 -0.3 0.47
C 2.3189 -0.2887 -1.8773 -0.1 0.1 0.2 -0.06
P 0.8859 0.8609 -2.3008 0.3 -0.2 -0.1 0.04
C 1.6442 2.4616 -2.8160 0.0 0.1 0.2 0.01
C 2.6406 2.4086 -3.9711 0.1 0.1 0.0 0.00
C 2.2428 3.1886 -1.6027 0.0 0.0 -0.1 -0.01
C 0.2353 0.0618 -3.8393 0.0 0.1 -0.1 0.00
C 1.2356 -0.5918 -4.7925 0.0 -0.1 0.0 0.00
C -0.6605 1.0752 -4.5637 0.0 -0.1 -0.1 0.00
C -2.0647 -3.6804 -0.3386 -0.2 0.2 0.0 0.00
C -3.2372 -2.9918 -1.0515 0.1 -0.1 0.0 0.00
C -2.5120 -4.3338 0.9692 0.0 -0.1 0.0 0.00
H 1.6265 -3.8520 -2.7933 -0.1 0.0 0.0 0.00
H 0.3071 -2.6739 -2.8158 0.0 0.0 0.0 0.00
H -0.0398 -4.3885 -2.6259 0.0 0.1 0.0 0.00
H 1.6793 -2.9185 -0.5576 0.1 0.1 0.0 0.01
H 0.0144 -5.4884 -0.3760 0.1 0.0 0.0 0.00
H 1.1471 -4.8816 0.8449 -0.1 0.0 -0.2 0.00
H 1.7382 -5.4202 -0.7186 0.0 0.0 0.1 0.00
H -0.1683 -3.4002 2.1160 0.0 -0.1 0.1 0.00
H -1.0940 -1.9258 2.1661 0.0 0.0 0.1 0.01
H -0.5275 2.5588 3.8514 0.0 0.0 0.1 0.00
H -1.2458 0.9649 3.6877 0.0 0.0 0.0 0.00
H -3.3590 2.0433 3.0122 0.0 -0.1 0.0 0.00
H -2.8534 5.0345 2.6816 0.0 -0.1 0.0 0.00
H -2.1537 4.0824 4.0022 -0.1 0.0 -0.1 0.00
H -3.9021 4.2282 3.8425 0.1 0.0 0.0 0.00
H -3.8965 3.9431 0.6750 0.0 0.0 0.0 0.00
H -5.1022 3.2566 1.7578 0.1 0.0 0.0 0.00
H -4.2122 2.2040 0.6543 0.0 0.0 0.0 0.00
H 0.4916 3.0873 0.7977 0.1 -0.1 0.0 0.01
H -0.6939 5.3251 2.4906 0.0 0.0 0.0 0.00
H 0.8660 5.3062 1.6784 -0.1 0.0 0.0 0.00
H 0.5670 4.1888 3.0046 0.0 0.0 -0.1 0.00
H -1.8251 4.9754 0.1344 0.0 0.0 0.0 0.00
H -1.3123 3.6262 -0.8859 0.0 0.0 0.0 0.00
H -0.2263 4.9895 -0.6018 -0.1 0.0 0.0 0.00
H 0.5455 1.9013 5.5288 0.1 0.0 0.0 0.00
H 2.3957 1.7666 7.1241 0.0 0.0 -0.1 0.00
H 4.5863 0.8097 6.4500 -0.1 0.0 -0.1 0.00
H 4.8796 -0.0215 4.1479 0.0 0.0 0.0 0.00
H 5.4573 -1.2455 2.1609 -0.1 -0.1 0.0 0.00
H 5.8060 -3.6741 2.5275 -0.1 0.0 0.0 0.00
H 3.8296 -5.1361 2.8623 0.0 0.1 0.0 0.00
H 1.5618 -4.2420 2.6828 0.1 0.0 0.0 0.00
H 5.0039 1.8926 2.7139 0.0 0.0 0.0 0.01
H 6.6674 2.7754 1.1153 -0.1 -0.1 0.0 0.00
H 6.6399 2.0590 -1.2627 0.0 0.0 0.1 0.00
H 4.8374 0.6291 -2.0908 0.0 0.0 0.1 0.01
H 1.9239 -1.2888 -2.0669 0.0 0.0 0.0 0.00
H 3.1163 -0.1079 -2.5935 0.1 -0.1 -0.1 0.00
H 0.7729 3.0383 -3.1383 -0.1 0.0 0.0 0.00
H 3.4417 1.6837 -3.7975 -0.1 0.1 0.0 0.00
H 3.1114 3.3889 -4.0762 0.0 0.0 0.0 0.00
H 2.1654 2.1738 -4.9215 0.0 0.0 0.0 0.00
H 3.1912 2.7433 -1.2999 -0.1 0.0 0.0 0.01
H 1.5738 3.1806 -0.7417 0.0 0.0 -0.1 0.01
H 2.4431 4.2310 -1.8623 0.0 -0.1 0.0 0.00
H -0.4057 -0.7368 -3.4456 -0.1 0.0 0.0 0.00
H 1.8971 0.1372 -5.2574 0.0 0.0 0.0 0.00
H 0.6887 -1.0961 -5.5939 0.0 0.0 0.0 0.00
H 1.8526 -1.3454 -4.2988 0.0 0.0 0.0 0.00
H -0.0623 1.8601 -5.0346 -0.1 -0.1 0.0 0.00
H -1.3775 1.5531 -3.8918 0.0 0.0 0.0 0.00
H -1.2290 0.5769 -5.3515 0.0 0.0 0.0 0.00
H -1.6974 -4.4628 -1.0036 0.0 -0.1 0.0 0.00
H -3.6277 -2.1590 -0.4642 0.0 0.0 0.0 0.00
H -4.0594 -3.6983 -1.2023 0.1 0.0 0.0 0.00
H -2.9477 -2.6083 -2.0332 0.0 0.0 0.0 0.00
H -2.8643 -3.5914 1.6901 0.0 0.0 0.0 0.00
H -1.7182 -4.9165 1.4403 0.0 0.0 0.0 0.00
H -3.3415 -5.0150 0.7680 0.0 0.0 0.0 0.00
O -3.1441 -0.4867 1.3849 0.0 0.1 -0.2 0.00
H -3.9315 -0.1867 0.9092 0.0 0.0 0.0 0.00
H -3.4698 -0.9821 2.1462 0.1 0.0 0.0 0.00
O -3.1886 0.7185 -1.5083 -0.1 0.0 -0.1 0.00
H -3.5212 0.1737 -2.2836 0.1 0.0 0.1 0.00
H -3.6446 1.5634 -1.6027 0.0 0.0 0.0 0.00
S -3.9621 -0.7926 -4.1131 -0.1 -0.1 0.1 0.00
C -5.4889 -1.3739 -3.7035 -0.1 0.1 0.3 0.00
N -6.1977 -2.0736 -4.6429 -0.1 0.0 0.0 0.00
C -7.4392 -2.5635 -4.4419 0.1 -0.1 -0.3 0.00
C -8.0382 -2.3742 -3.2438 -0.2 0.0 0.2 0.00
C -7.2936 -1.6616 -2.2919 0.4 0.2 0.0 0.00
N -6.0794 -1.1799 -2.4947 -0.2 -0.1 0.0 0.00
H -5.7436 -2.1971 -5.5348 0.1 0.0 -0.2 0.00
H -7.8964 -3.0922 -5.2667 0.1 0.0 0.0 0.00
H -9.0330 -2.7425 -3.0423 0.1 0.0 0.0 0.00
H -7.7205 -1.4769 -1.3101 0.1 0.0 0.0 0.00
```
Positions in Å, forces in eV/Å.

Entry 4:
Entry from OMol25: C37H37Cl3N7OPtSSi as an isolated structure (ωB97M-V with the def2-TZVPD basis set).

As for the charge: +1. Its multiplicity is 1. Its HOMO-LUMO gap is 8.06 eV. For the energy above the lowest of the compared OMol25 structures with the same formula, charge and spin, the calculation gives 4.2 kcal/mol. The total energy is -4078.1164 Ha. The LUMO energy is -2.30 eV.

Structure (XYZ):
```
88
Properties=species:S:1:pos:R:3:forces:R:3:lowdin_charge:R:1
Pt -0.5368 -0.3812 0.4496 -0.2 -1.0 0.6 1.07
C -0.3926 2.7499 -0.0794 0.1 -0.1 0.2 -0.10
N -1.1415 1.7705 0.7522 -0.2 -0.2 -0.2 -0.14
C -1.0606 2.0444 2.2059 0.2 0.1 -0.2 -0.11
C -0.0354 1.1578 2.8179 0.1 0.0 0.4 -0.30
N 0.4183 0.0702 2.2506 -0.3 0.3 -0.4 0.01
C 1.3482 -0.4777 3.1243 0.1 -0.2 0.1 -0.18
C 2.1376 -1.6207 3.0126 0.0 0.1 0.0 0.01
C 2.9801 -1.9021 4.0656 0.0 0.0 0.0 -0.06
C 3.0450 -1.0806 5.2024 0.0 0.0 0.0 -0.07
C 2.2691 0.0530 5.3237 0.0 0.0 0.0 -0.01
C 1.4205 0.3361 4.2590 0.1 -0.2 -0.1 -0.17
N 0.5245 1.3686 4.0304 0.0 0.1 0.0 0.18
C 0.9857 2.2794 -0.4492 0.0 0.1 0.0 -0.32
N 1.4113 1.0608 -0.3527 0.0 0.3 -0.2 0.11
C 2.7112 1.0770 -0.8201 0.3 0.0 -0.1 -0.21
C 3.6244 0.0291 -0.9373 -0.1 0.1 0.0 0.00
C 4.8701 0.3345 -1.4414 0.0 0.0 0.0 -0.08
C 5.2094 1.6437 -1.8223 0.0 0.0 0.0 -0.08
C 4.3158 2.6908 -1.7146 0.0 0.0 0.0 -0.02
C 3.0597 2.3770 -1.2062 0.0 -0.2 0.0 -0.18
N 1.9277 3.1340 -0.9530 -0.1 0.1 0.0 0.16
H -0.2942 3.6951 0.4666 -0.1 0.0 -0.1 0.12
H -0.9847 2.9505 -0.9749 0.1 -0.1 -0.1 0.13
H -2.1210 1.8243 0.4905 0.1 0.2 0.1 0.07
H -2.0441 1.8813 2.6498 0.0 -0.1 0.0 0.12
H -0.7880 3.0904 2.3879 -0.1 0.0 0.0 0.13
H 2.0693 -2.2456 2.1355 0.0 0.0 0.0 0.07
H 3.6106 -2.7797 4.0185 0.0 0.0 0.0 0.11
H 3.7219 -1.3442 6.0032 0.0 0.0 0.0 0.11
H 2.3220 0.6847 6.1995 0.0 0.0 0.0 0.11
H 0.3295 2.1373 4.6488 0.0 0.0 0.0 0.17
H 3.3416 -0.9750 -0.6482 0.0 0.0 0.0 0.11
H 5.6085 -0.4479 -1.5513 0.0 0.0 0.0 0.11
H 6.1991 1.8348 -2.2137 0.0 0.0 0.0 0.11
H 4.5848 3.6949 -2.0126 0.0 0.0 0.0 0.11
H 1.8214 4.1196 -1.1207 0.0 0.0 0.0 0.16
C 3.0591 -4.8478 1.3875 -0.2 0.0 -0.1 -0.19
Si 1.6678 -4.8681 0.1164 0.1 -0.2 0.0 0.43
C 2.3628 -5.0536 -1.6177 -0.1 0.0 0.2 -0.18
C 0.4632 -6.2558 0.4984 0.1 0.1 0.0 -0.19
C 0.7839 -3.2652 0.2285 0.0 -0.1 -0.1 -0.22
C 0.2380 -2.1823 0.3060 -0.4 0.6 0.2 -0.31
H 3.6261 -5.7795 1.3676 0.0 0.0 0.0 0.03
H 2.6596 -4.7244 2.3962 0.0 0.0 0.0 0.02
H 3.7555 -4.0279 1.1972 0.0 0.0 0.0 0.03
H 2.8873 -6.0036 -1.7305 0.0 0.0 0.0 0.03
H 3.0646 -4.2503 -1.8481 0.0 0.0 0.0 0.03
H 1.5662 -5.0158 -2.3619 0.0 0.0 0.0 0.03
H 0.9549 -7.2280 0.4387 0.0 0.0 0.0 0.03
H -0.3696 -6.2577 -0.2065 0.0 0.0 0.0 0.03
H 0.0465 -6.1469 1.5006 0.0 0.0 0.0 0.03
Cl -6.6869 -4.7733 2.7148 0.0 0.0 0.0 0.70
C -6.4840 -3.3859 1.7046 0.0 0.0 0.0 -0.66
C -5.5274 -2.4359 2.0248 0.0 0.0 0.0 -0.08
C -5.3859 -1.3327 1.2030 0.0 0.0 0.0 -0.02
C -6.1659 -1.1556 0.0640 0.0 0.0 0.0 -0.19
C -5.9204 0.0496 -0.8075 0.0 0.0 0.0 -0.32
C -5.2566 -0.3235 -2.1495 -0.1 0.0 0.1 -0.04
N -3.9606 -0.9018 -1.8298 0.2 0.2 -0.2 -0.06
C -3.5860 -2.2189 -1.7892 0.0 0.0 0.1 -0.01
C -2.3558 -2.2555 -1.2059 0.0 -0.1 0.0 -0.09
N -1.9889 -0.9740 -0.8780 0.4 0.3 0.0 -0.13
C -2.9669 -0.1885 -1.2748 -0.1 0.0 -0.2 -0.16
O -7.0938 0.8103 -0.9612 0.0 0.1 0.0 -0.11
C -6.8738 2.2040 -1.1496 0.0 0.0 -0.1 -0.14
C -5.9538 2.8319 -0.1346 0.0 0.0 0.0 -0.33
C -6.1018 2.7675 1.2193 0.1 0.1 0.0 -0.97
Cl -7.3662 2.0088 2.0771 0.0 0.0 0.0 0.73
S -4.8241 3.5495 2.0689 0.0 0.0 -0.2 1.01
C -4.0594 3.9819 0.5920 0.0 -0.1 0.1 -0.43
C -4.7643 3.5390 -0.4840 0.0 0.0 0.0 -0.15
C -7.1120 -2.1335 -0.2284 0.0 0.0 0.0 -0.57
Cl -8.1120 -2.0055 -1.6391 -0.1 -0.1 0.0 0.77
C -7.2833 -3.2440 0.5825 0.0 0.0 0.0 -0.12
H -4.9101 -2.5625 2.9021 0.0 0.0 0.0 0.11
H -4.6420 -0.5824 1.4498 0.0 0.0 0.0 0.12
H -5.1760 0.6551 -0.2814 0.0 0.0 0.1 0.12
H -5.0995 0.5684 -2.7580 0.0 0.0 0.0 0.14
H -5.8441 -1.0350 -2.7250 0.0 0.0 0.1 0.11
H -4.2220 -3.0050 -2.1531 0.0 0.0 0.0 0.14
H -1.7131 -3.0870 -0.9785 0.0 0.0 0.0 0.09
H -2.9963 0.8867 -1.2149 0.0 0.0 0.0 0.13
H -7.8679 2.6485 -1.1202 0.0 0.0 0.0 0.14
H -6.4541 2.3963 -2.1442 -0.1 0.0 0.0 0.12
H -3.1640 4.5833 0.5944 0.0 0.0 0.0 0.07
H -4.4774 3.7338 -1.5088 0.0 0.0 0.0 0.12
H -8.0270 -3.9880 0.3383 0.0 0.0 0.0 0.11
```
Positions in Å, forces in eV/Å.